Record 1
A structure of composition C18H38InN4O7 in a non-equilibrium geometry. Source: the Open Molecules 2025 dataset; level of theory: wB97M-V/def2-TZVPD.

Computed properties:
total charge = -1
M = 537.34 u
max |F| = 1.3 eV/A
energy above the lowest of the compared OMol25 structures with the same formula, charge and spin = 0.00 kcal/mol
highest occupied orbital energy = -4.25 eV

Cartesian coordinates (Å):
C -8.33101 -2.22510 3.56059
C -7.38943 -2.55819 4.45176
In -5.25372 -2.56689 3.80758
C -3.90257 -2.54840 5.62811
C -2.79736 -1.58279 5.51365
O -2.28553 -0.91835 6.38166
O -2.34014 -1.45385 4.21057
C -1.30177 -0.57052 4.00942
C -1.74020 0.81995 3.68322
O -0.15715 -0.92929 4.02027
H -9.18892 -1.58902 3.78937
H -8.22326 -2.53817 2.52311
H -7.71122 -2.75549 5.47881
H -4.90374 -4.01472 2.83687
H -5.01824 -1.11145 2.82897
H -3.44386 -3.54026 5.64496
H -4.42081 -2.36280 6.56603
H -2.48775 1.18061 4.38583
H -2.22628 0.78491 2.70326
H -0.88860 1.48835 3.64098
C -2.29861 4.45688 2.52835
O -1.63878 3.85487 3.35018
N -1.95128 4.58648 1.23049
C -2.76968 5.30710 0.28337
C -0.71161 3.96888 0.78148
H -3.25689 4.94568 2.77505
H -3.09176 4.64935 -0.52712
H -2.21513 6.14419 -0.14853
H -3.65339 5.69690 0.78594
H -0.73255 2.89266 0.94873
H 0.13638 4.37620 1.33278
H -0.57968 4.16045 -0.28061
C 1.34475 0.15873 0.59064
O 1.32919 0.97279 -0.32138
N 2.45287 -0.43846 1.06197
C 2.39264 -1.39111 2.15851
C 3.72925 -0.10765 0.45461
H 0.43035 -0.15595 1.11857
H 2.98293 -1.02757 3.00154
H 2.77892 -2.36297 1.84340
H 1.36025 -1.49754 2.47761
H 3.92192 0.96235 0.54744
H 3.70871 -0.35284 -0.60884
H 4.52077 -0.66845 0.94545
C 2.73596 -3.65371 -1.73968
O 3.31190 -4.44873 -1.02007
N 3.06931 -3.40001 -3.01969
C 2.34946 -2.42395 -3.81541
C 4.18291 -4.12130 -3.60226
H 1.87689 -3.05546 -1.39261
H 1.89909 -2.90476 -4.68870
H 3.02895 -1.63837 -4.14428
H 1.56268 -1.97395 -3.21369
H 3.99532 -5.19591 -3.58179
H 5.09746 -3.93162 -3.03868
H 4.31809 -3.79554 -4.63139
C 2.85269 1.41831 -4.74439
O 3.43329 0.60008 -4.06044
N 3.15295 1.68363 -6.03419
C 2.42848 2.66961 -6.80528
C 4.24028 0.94879 -6.65454
H 2.01568 2.02191 -4.35682
H 1.95589 2.20860 -7.67553
H 3.09999 3.45854 -7.15168
H 1.65418 3.11867 -6.18631
H 4.03602 -0.12246 -6.63701
H 5.17247 1.11988 -6.11510
H 4.35204 1.27823 -7.68508

Force components x, y, z for each atom (eV/Å):
0.1 0.1 0.1
0.2 -1.1 -0.2
-0.2 -0.4 -0.3
0.1 0.2 -0.3
-0.3 0.0 0.2
0.0 0.3 0.0
0.3 -0.2 -0.1
0.2 0.3 0.2
-0.1 -0.2 -0.2
-0.2 -0.2 0.0
-0.6 -0.9 0.2
0.4 1.0 -0.3
0.1 1.3 0.3
0.1 0.0 0.1
0.0 0.0 0.1
-0.1 -0.1 -0.1
0.1 -0.1 0.1
0.0 -0.1 0.1
0.0 0.0 0.0
0.0 0.0 0.1
0.0 -0.1 -0.1
0.0 0.2 0.1
0.0 0.1 0.0
0.1 -0.1 0.0
-0.1 0.0 0.1
0.0 0.0 0.0
0.0 0.0 0.0
0.0 0.0 0.0
0.0 0.0 0.0
0.0 0.0 0.0
0.0 0.0 0.0
0.0 0.0 0.0
0.0 0.1 0.0
0.0 0.0 0.0
0.0 -0.1 0.0
0.1 0.1 -0.2
-0.2 0.0 -0.1
0.0 0.0 0.0
-0.1 0.0 0.1
0.0 0.0 0.0
0.1 0.0 0.1
0.1 0.0 0.0
0.1 0.0 0.0
0.0 0.0 0.0
0.0 0.0 0.2
0.0 0.0 -0.1
-0.1 0.0 0.0
0.2 -0.2 -0.1
0.0 0.0 0.1
0.0 0.0 0.0
-0.1 0.0 0.0
-0.1 0.1 0.0
0.0 0.0 0.0
0.0 0.0 0.0
0.0 0.0 0.0
0.0 0.0 0.0
-0.1 0.0 0.1
0.1 0.0 -0.1
0.0 0.0 0.0
0.1 -0.1 0.0
0.0 0.0 0.1
0.0 0.0 0.0
0.0 0.0 0.0
0.0 0.0 0.0
0.0 0.0 0.0
0.0 0.0 0.0
0.0 0.0 0.0
0.0 0.0 0.0



Record 2
A cluster of 2 separate species, C4H12NO2 in total in a non-equilibrium geometry. Source: the Open Molecules 2025 dataset; level of theory: wB97M-V/def2-TZVPD.

Computed properties:
total charge = -1
M = 106.14 u
max |F| = 4.9 eV/A
energy above the lowest of the compared OMol25 structures with the same formula, charge and spin = 45.17 kcal/mol
highest occupied orbital energy = -2.79 eV

Cartesian coordinates (Å):
C -0.68166 0.92453 1.26128
O 0.45525 0.37890 1.51031
C -1.44704 0.10668 0.23757
C -0.96406 0.18818 -1.24674
C -0.04478 -1.13982 -1.70381
N 1.32261 -0.56192 -1.75113
H -1.28869 0.91267 2.24598
H -0.74717 2.00757 1.17271
H -1.36908 -0.91505 0.49394
H -2.49551 0.21940 0.32503
H -1.80500 0.16376 -1.90423
H -0.50439 1.09249 -1.34240
H -0.36045 -1.48563 -2.72669
H -0.17073 -1.98088 -1.02860
H 2.06529 -1.20364 -1.53694
H 1.36981 0.14620 -1.01929
H 2.11841 1.09941 2.70941
H 1.96715 -0.20560 1.81767
O 2.58004 0.25274 2.48595

Force components x, y, z for each atom (eV/Å):
-2.7 -0.8 1.9
2.5 -0.4 -0.6
0.1 0.4 -1.3
-0.9 -4.7 1.1
-0.3 3.1 -0.4
-0.3 0.0 -0.1
-0.6 -0.3 -0.4
0.3 1.1 -1.3
0.6 -1.2 0.8
-1.6 0.9 -0.2
-0.8 0.2 -0.5
1.9 2.2 -0.8
0.3 0.4 0.8
-0.1 0.1 0.4
0.1 -0.5 0.0
0.0 -0.3 0.1
0.2 -1.7 -0.8
0.4 1.7 1.5
0.8 -0.1 0.1



Record 3
The ion C7H16NO with charge +1 in a non-equilibrium geometry. Source: the Open Molecules 2025 dataset; level of theory: wB97M-V/def2-TZVPD.

Computed properties:
total charge = +1
M = 130.21 u
max |F| = 1.5 eV/A
energy above the lowest of the compared OMol25 structures with the same formula, charge and spin = 123.41 kcal/mol
highest occupied orbital energy (spin up / spin down) = -13.10 / -12.59 eV

Cartesian coordinates (Å):
C -0.11725 -1.79047 -0.58042
C -1.19848 -1.32170 0.38813
C -0.07121 0.81375 0.78666
C -0.08713 2.65381 -0.86663
C 1.56892 -0.77752 -1.97320
C 0.05406 -0.87722 2.44954
C -0.88309 1.88929 0.19211
N 0.27642 -0.73663 -1.42183
O -0.70618 -0.30918 1.36328
H 0.71530 -2.30259 -0.06412
H -0.62611 -2.55348 -1.19321
H -1.97927 -0.80877 -0.17536
H -1.63154 -2.14027 0.96354
H 0.95053 0.97309 1.08286
H 0.80655 3.09229 -0.43225
H -0.69551 3.44835 -1.28675
H 0.20040 1.97970 -1.66797
H 2.23030 -1.53748 -1.54182
H 1.43991 -0.96979 -3.04705
H 2.03929 0.20675 -1.91702
H 1.02703 -1.24347 2.12151
H 0.19304 -0.09279 3.19352
H -0.52583 -1.68362 2.89532
H -1.79718 1.48805 -0.24780
H -1.18297 2.59988 0.97895

Force components x, y, z for each atom (eV/Å):
0.0 -0.3 0.7
-0.4 -0.6 -1.1
0.3 0.7 -1.1
0.0 -0.2 0.0
0.6 -0.2 -0.4
0.5 -0.4 1.3
-0.2 0.0 0.1
-0.8 1.2 0.5
0.1 -0.2 0.0
-0.1 0.0 -0.1
0.0 -0.1 0.1
0.1 0.0 0.2
0.1 0.3 0.2
0.1 -0.3 0.3
0.1 0.1 0.0
0.0 0.1 0.0
0.0 0.0 -0.1
0.1 0.0 0.0
0.2 -0.1 0.0
0.0 0.0 0.0
-0.1 0.1 -0.3
-0.1 0.0 -0.2
-0.1 0.1 -0.2
-0.1 0.0 0.0
-0.1 -0.2 0.0



Record 4
A structure of composition C51H51AsClN7O3S3SeTi in a non-equilibrium geometry. Source: the Open Molecules 2025 dataset; level of theory: wB97M-V/def2-TZVPD.

Computed properties:
total charge = -2
M = 1143.42 u
max |F| = 1.9 eV/A
energy above the lowest of the compared OMol25 structures with the same formula, charge and spin = 0.00 kcal/mol
multiplicity = 3
highest occupied orbital energy (spin up / spin down) = -0.36 / -1.27 eV

Cartesian coordinates (Å):
Ti 0.82684 0.85231 1.60458
N -0.29984 1.99316 0.02681
S -1.27071 1.23482 -1.02339
N 0.17627 -1.21102 -3.24838
S -0.71161 -2.24348 -2.79681
N -1.23381 -2.54684 -1.28021
S -0.40950 -2.13093 0.01848
N -0.10300 -0.77041 0.45223
C 1.00750 -3.19907 0.08424
C 2.02964 -2.86110 -0.81404
C 3.24943 -3.51379 -0.74227
C 3.46948 -4.47669 0.21156
C 2.46777 -4.84265 1.07557
C 1.23409 -4.19782 1.02890
C -1.52772 -3.02608 1.19592
C -2.37310 -4.01283 0.78931
C -3.23748 -4.55699 1.76027
C -3.12255 -4.21076 3.09475
C -2.26467 -3.15337 3.45794
C -1.48588 -2.52432 2.50839
C -0.18419 -3.87873 -3.26603
C 1.05723 -3.96622 -3.92937
C 1.57074 -5.21551 -4.30097
C 0.82435 -6.36469 -3.96735
C -0.34195 -6.25608 -3.23029
C -0.86371 -5.02070 -2.89243
C -2.37612 -2.27862 -3.46260
C -3.40225 -2.95755 -2.79768
C -4.66469 -2.95676 -3.34224
C -4.85597 -2.31448 -4.55113
C -3.85149 -1.59921 -5.21623
C -2.57659 -1.64360 -4.69017
C -2.96061 1.24925 -0.38914
C -4.02539 1.12274 -1.29297
C -5.31923 1.03997 -0.80479
C -5.58296 1.06039 0.57654
C -4.51020 1.15681 1.44114
C -3.17333 1.25324 0.96934
C -1.51273 2.27324 -2.45754
C -2.18581 3.47748 -2.43527
C -2.18819 4.23486 -3.59257
C -1.35972 3.88958 -4.64705
C -0.65222 2.69289 -4.62632
C -0.74856 1.84874 -3.56398
H 1.85417 -2.04344 -1.53569
H 4.08354 -3.20506 -1.40091
H 4.41341 -5.03586 0.27728
H 2.60242 -5.60516 1.87963
H 0.48929 -4.48267 1.72912
H -2.39054 -4.33465 -0.23991
H -3.95391 -5.31780 1.42541
H -3.81322 -4.61923 3.82542
H -2.25687 -2.86664 4.51297
H -0.79068 -1.69838 2.70841
H 1.59764 -3.03338 -4.05500
H 2.51560 -5.36440 -4.77741
H 1.17199 -7.36498 -4.19484
H -0.85201 -7.15301 -2.93776
H -1.73326 -4.88731 -2.28657
H -3.22605 -3.39540 -1.80064
H -5.48937 -3.42902 -2.85429
H -5.86376 -2.37173 -4.97333
H -4.11044 -1.08292 -6.16798
H -1.77675 -1.08546 -5.15148
H -3.82910 1.14572 -2.39837
H -6.18411 0.86896 -1.49022
H -6.60115 0.91629 0.95180
H -4.72404 1.13888 2.52860
H -2.35411 1.38393 1.67023
H -2.72343 3.74499 -1.52861
H -2.77010 5.15790 -3.64460
H -1.33328 4.46921 -5.55669
H -0.04315 2.37337 -5.46428
H -0.25168 0.86908 -3.55726
O -0.81972 0.56125 2.78062
N -0.84066 0.84044 4.07205
N 0.38323 1.36697 4.42581
O 1.31339 1.43001 3.50287
C 0.75605 1.64511 5.70799
C 2.07576 2.07432 6.03630
C 2.38950 2.35124 7.36125
C 1.45782 2.28405 8.41434
C 0.18413 1.81419 8.06264
C -0.15768 1.49831 6.75911
H 2.77723 2.06712 5.21793
H 3.42955 2.70250 7.52387
H 1.74393 2.59548 9.41251
H -0.61447 1.73006 8.80022
H -1.15119 1.05699 6.56205
Cl 2.94330 -0.62210 1.65085
Se -0.81862 3.80921 0.59661
N 2.75573 0.84017 -1.46147
C 3.17700 2.15813 -1.73851
C 2.30215 3.19239 -2.03735
C 2.76651 4.41834 -2.49027
C 4.12840 4.68405 -2.56114
C 5.01775 3.66876 -2.23321
C 4.56697 2.41230 -1.85089
H 3.20302 0.46164 -0.63253
H 1.75688 0.73925 -1.35879
H 1.25196 3.03423 -1.95108
H 2.03085 5.14388 -2.82034
H 4.48544 5.62611 -2.98749
H 6.05356 3.79271 -2.40630
H 5.27009 1.58099 -1.70305
C 4.21630 2.55218 3.11108
As 2.73472 3.46213 2.22680
C 1.53804 4.36297 3.46849
C 3.43664 4.94372 1.19042
O 2.11297 2.35557 1.19596
H 4.51322 3.06358 4.01285
H 5.04104 2.45607 2.38699
H 3.85937 1.54022 3.30374
H 1.81000 5.41137 3.41247
H 1.56702 3.97390 4.49517
H 0.49968 4.24604 3.13753
H 4.25782 5.39234 1.77657
H 2.59632 5.62299 0.98668
H 3.80439 4.51783 0.21286

Force components x, y, z for each atom (eV/Å):
-0.9 -0.4 0.0
-0.5 0.0 -0.1
0.1 0.5 1.0
0.6 0.8 -0.4
-0.9 -0.3 1.0
0.8 0.7 -0.2
-0.7 -0.1 1.5
0.1 -0.6 -0.4
1.1 -0.3 -0.4
-0.3 0.4 -0.1
0.6 0.8 -0.8
0.8 -1.2 0.2
-0.8 -0.4 1.2
0.4 0.3 -0.6
1.0 1.6 0.0
-0.9 -0.5 0.9
0.2 -0.8 -0.7
-0.2 1.0 -0.4
-0.4 -0.5 0.6
0.5 -0.4 -0.6
1.4 -0.7 -0.6
-0.3 -0.3 0.2
-1.4 -0.4 0.8
0.4 0.6 0.1
-0.2 0.0 -0.3
0.5 0.2 -0.1
-0.3 -0.4 -0.5
0.4 0.2 0.8
0.5 0.2 -0.6
-0.9 0.4 -0.7
-1.0 -0.6 -0.5
-0.1 0.4 0.6
-0.2 -0.1 -0.7
0.1 0.2 -0.7
-1.1 -0.5 -0.3
0.4 -0.3 -0.6
0.5 0.0 0.7
-1.1 0.2 0.7
1.1 -0.6 0.0
-0.5 -0.4 0.2
0.2 0.9 -0.1
-0.3 -0.4 -0.4
0.2 0.2 -0.9
-0.4 -0.4 1.3
0.2 -0.4 0.4
-0.7 -0.2 0.3
-0.2 0.5 -0.1
0.1 0.6 -0.9
-0.6 -0.1 0.5
0.0 0.0 0.1
0.2 0.3 0.3
0.2 -0.1 0.0
0.2 0.2 -0.4
-0.5 -0.2 0.1
0.0 0.0 -0.2
0.5 0.3 -0.3
0.2 0.1 -0.2
-0.2 -0.3 0.2
-0.5 -0.3 0.2
-0.1 0.4 -0.8
-0.3 -0.3 0.3
0.3 0.3 0.0
0.4 -0.4 0.9
0.3 -0.1 0.0
-0.3 -0.2 1.2
0.9 0.3 0.4
0.4 0.2 -0.1
0.4 0.1 -0.7
-0.1 -0.2 -0.2
0.0 0.1 -0.3
0.2 -0.2 0.1
0.0 0.3 0.0
0.0 0.2 -0.1
-0.1 0.4 0.2
0.8 0.1 -0.3
0.4 0.3 0.9
-0.8 -0.1 1.0
0.9 -0.1 -1.4
-0.2 -0.2 -0.3
-0.8 -0.6 0.1
0.8 0.6 -0.3
0.2 -0.1 -0.9
-0.2 0.3 0.1
-1.1 -0.5 0.6
0.3 0.2 0.3
-0.7 -0.3 0.2
-0.2 -0.1 0.0
0.3 -0.1 0.1
0.7 0.5 0.0
-0.2 0.2 0.0
0.3 -0.6 -0.3
0.4 0.8 0.0
0.8 -0.9 0.0
0.2 0.2 -0.3
0.0 -0.1 0.1
-0.1 0.3 -0.5
-0.7 -0.6 -0.1
-0.4 -0.2 0.1
0.0 -0.2 0.0
-0.3 0.1 0.0
-0.6 -0.1 0.1
0.1 0.1 0.2
-0.1 -0.2 0.3
1.0 0.3 0.0
-0.3 0.4 0.0
-0.1 0.0 -0.7
0.2 0.4 0.8
-0.3 -0.4 0.3
0.3 -0.8 -0.7
-0.2 -0.3 -1.0
0.2 0.1 0.3
-0.2 0.3 0.3
-0.1 0.1 0.1
0.0 0.2 0.2
0.4 0.1 -0.4
0.3 -0.1 -0.4
-0.4 0.1 -0.4
0.4 -0.1 0.1
-0.3 0.5 1.0